[1]
Entry from the OMol25 dataset: C17H19ClN4O2 as an isolated structure (wB97M-V/def2-TZVPD).

Geometry (Å):
O  3.753  2.321  1.022
C  2.585  1.893  0.815
N  1.984  0.828  1.605
C  2.660  0.133  2.584
C  4.100  0.323  2.951
C  4.462  -0.490  4.146
C  3.580  -1.372  4.686
N  2.420  -1.814  4.092
C  2.003  -0.981  3.202
Cl  0.287  -1.148  2.603
H  3.837  -2.428  5.508
H  5.532  -0.628  4.573
H  4.709  1.130  2.575
H  1.081  0.680  1.478
C  1.773  2.451  -0.128
N  0.584  1.694  -0.204
C  0.945  0.715  -1.341
C  -0.139  -0.420  -1.225
N  -1.470  -0.032  -1.701
C  -2.524  -0.800  -1.766
C  -2.799  -1.824  -0.983
C  -3.966  -2.608  -1.069
C  -4.614  -2.597  -2.425
C  -4.205  -1.529  -3.276
C  -2.995  -1.015  -3.176
O  -2.723  0.156  -4.063
H  -1.856  0.787  -3.686
H  -4.661  -1.664  -4.371
H  -5.357  -3.100  -2.668
H  -4.315  -3.303  -0.568
H  -2.420  -1.972  0.023
C  -1.644  1.098  -0.760
C  -0.704  2.187  -0.682
H  -0.837  3.079  -0.025
H  -0.547  2.735  -1.700
H  -2.819  1.441  -0.908
H  -1.780  0.638  0.211
H  -0.060  -1.154  -1.839
H  -0.193  -0.997  -0.227
H  1.894  0.076  -0.785
H  0.925  1.123  -2.282
H  2.159  2.914  -0.700
H  1.359  3.476  0.482

Values from the calculation:
2S+1 ... 1
Total energy ... -40501.915 eV
LUMO ... 0.1 eV
Total charge ... 0

[2]
Entry from the OMol25 dataset: a single C17H19FN2O5S molecule (wB97M-V/def2-TZVPD).

Geometry (Å):
C  -6.389  -0.438  -1.289
O  -5.183  -0.047  -1.904
C  -4.020  0.052  -1.200
C  -2.911  0.359  -1.985
C  -1.650  0.509  -1.448
C  -1.476  0.351  -0.079
N  -0.175  0.514  0.432
C  0.223  0.529  1.720
O  -0.495  0.408  2.693
C  1.737  0.751  1.927
N  2.582  0.697  0.764
C  2.875  -0.551  0.188
C  3.871  -0.627  -0.785
C  4.195  -1.839  -1.362
C  3.552  -3.005  -0.981
C  2.573  -2.913  -0.013
F  1.926  -4.029  0.380
C  2.212  -1.714  0.574
S  2.556  1.984  -0.348
C  1.674  3.344  0.458
O  3.891  2.425  -0.592
O  1.781  1.548  -1.479
C  -2.565  0.044  0.724
C  -3.838  -0.108  0.187
O  -4.927  -0.405  0.964
C  -4.739  -0.607  2.344
H  -7.120  -0.470  -2.096
H  -6.308  -1.427  -0.833
H  -6.712  0.281  -0.534
H  -3.075  0.476  -3.044
H  -0.806  0.748  -2.077
H  0.514  0.655  -0.300
H  2.081  0.001  2.647
H  1.870  1.721  2.411
H  4.386  0.271  -1.080
H  4.966  -1.877  -2.116
H  3.796  -3.961  -1.416
H  1.424  -1.718  1.308
H  2.256  3.694  1.300
H  0.673  3.047  0.741
H  1.630  4.116  -0.303
H  -2.404  -0.071  1.781
H  -4.059  -1.442  2.540
H  -5.727  -0.846  2.736
H  -4.360  0.293  2.837

Values from the calculation:
2S+1 ... 1
Total energy ... -44706.620 eV
LUMO ... 0.4 eV
Total charge ... 0

[3]
Entry from the OMol25 dataset: C17H19IN5PdS2 as an isolated structure (wB97M-V/def2-TZVPD).

Geometry (Å):
Pd  0.070  -0.518  -0.233
C  2.185  2.358  1.176
C  2.178  2.281  -0.312
N  1.332  1.572  -0.978
C  1.540  1.629  -2.327
C  2.582  2.415  -2.715
S  3.329  3.100  -1.329
C  0.652  0.811  -3.151
C  0.565  0.773  -4.506
S  -0.612  -0.384  -4.982
C  -0.922  -0.748  -3.313
N  -0.193  -0.059  -2.496
C  -1.931  -1.742  -2.854
H  1.815  1.403  1.554
H  1.521  3.151  1.527
H  3.187  2.545  1.563
H  2.952  2.598  -3.710
H  1.117  1.353  -5.227
H  -1.878  -2.666  -3.430
H  -2.939  -1.332  -2.937
H  -1.721  -1.944  -1.800
C  -1.396  -2.631  2.086
C  0.101  -2.614  2.105
C  0.969  -3.323  2.922
C  2.277  -2.939  2.542
C  2.130  -2.018  1.515
C  3.194  -1.273  0.769
N  0.805  -1.824  1.247
H  -1.785  -3.635  2.281
H  -1.750  -2.301  1.106
H  -1.836  -1.960  2.832
H  0.689  -4.038  3.684
H  3.213  -3.296  2.950
H  4.064  -1.906  0.576
H  3.549  -0.390  1.314
H  2.795  -0.928  -0.189
I  -4.865  1.537  4.269
C  -3.680  1.251  2.595
C  -2.333  0.962  2.566
N  -1.993  0.890  1.269
N  -3.035  1.078  0.454
C  -4.069  1.313  1.249
H  -1.616  0.815  3.355
H  -1.080  0.486  0.899
H  -5.046  1.515  0.841

Values from the calculation:
2S+1 ... 1
Total energy ... -58639.344 eV
LUMO ... 2.2 eV
Total charge ... -1

[4]
Entry from the OMol25 dataset: C17H19MnNPS as an isolated structure (wB97M-V/def2-TZVPD).

Geometry (Å):
C  -0.488  -2.222  -3.260
C  0.065  -3.346  -2.582
C  -0.890  -3.862  -1.651
C  -2.106  -3.231  -1.889
C  -1.915  -2.096  -2.806
Mn  -1.550  0.223  -1.914
P  -0.095  1.580  -3.283
H  -0.089  -1.657  -4.121
H  1.013  -3.814  -2.799
H  -0.692  -4.627  -0.917
H  -2.678  -1.777  -3.538
H  -3.070  -3.548  -1.500
H  -1.036  2.144  -4.256
H  0.860  1.007  -4.251
H  0.578  2.838  -3.059
N  -1.315  -0.471  0.012
S  -1.225  0.543  1.271
C  -0.137  -0.268  2.454
C  -0.350  -0.018  3.828
C  0.475  -0.630  4.770
C  1.496  -1.487  4.355
C  1.700  -1.736  2.993
C  0.872  -1.132  2.035
C  -0.189  1.865  0.614
C  1.198  1.770  0.505
C  1.923  2.898  0.108
C  1.257  4.078  -0.225
C  -0.136  4.138  -0.182
C  -0.868  3.027  0.212
H  -1.357  -1.426  0.375
H  -1.159  0.642  4.134
H  0.310  -0.444  5.831
H  2.127  -1.974  5.096
H  2.495  -2.407  2.673
H  1.020  -1.338  0.971
H  1.728  0.837  0.703
H  3.012  2.861  0.072
H  1.827  4.960  -0.514
H  -0.652  5.059  -0.448
H  -1.958  3.040  0.180

Values from the calculation:
2S+1 ... 5
Expectation value of S² ... 6.18
Total energy ... -70865.816 eV
LUMO (alpha / beta) ... -0.2 / -0.2 eV
Total charge ... 0

[5]
Entry from the OMol25 dataset: a 2-piece molecular cluster, C17H19N overall (wB97M-V/def2-TZVPD).

Geometry (Å):
C  -1.624  1.512  -2.153
C  -0.344  1.379  -2.896
C  -0.054  2.074  -4.030
N  1.129  1.542  -4.617
C  1.637  0.623  -3.704
C  2.767  -0.221  -3.649
C  2.787  -1.357  -2.890
C  1.758  -1.537  -1.920
C  0.769  -0.600  -1.770
C  0.725  0.481  -2.654
H  -1.604  2.088  -1.223
H  -2.020  0.543  -1.849
H  -2.373  2.027  -2.760
H  -0.561  2.929  -4.439
H  1.738  2.245  -5.035
H  3.636  0.051  -4.249
H  3.494  -2.175  -2.888
H  1.663  -2.441  -1.331
H  0.029  -0.730  -0.988
C  -0.776  -2.791  4.195
C  0.152  -1.880  3.405
C  -0.395  -0.567  2.890
C  -1.711  -0.496  2.414
C  -2.180  0.708  1.940
C  -1.487  1.898  2.137
C  -0.220  1.846  2.721
C  0.333  0.603  3.033
H  -0.673  -2.560  5.258
H  -0.438  -3.831  4.175
H  -1.821  -2.792  3.914
H  1.011  -1.669  4.050
H  0.602  -2.475  2.594
H  -2.313  -1.379  2.540
H  -3.222  0.723  1.629
H  -2.055  2.775  1.852
H  0.240  2.755  3.070
H  1.398  0.696  3.229

Values from the calculation:
2S+1 ... 1
Total energy ... -19426.549 eV
LUMO ... 0.9 eV
Total charge ... 0

[6]
Entry from the OMol25 dataset: a 2-piece molecular cluster, C17H19N2 overall (wB97M-V/def2-TZVPD).

Geometry (Å):
C  -1.249  -1.273  2.195
C  -0.513  0.009  2.030
C  -1.314  1.241  2.219
C  0.906  0.038  2.169
C  1.651  1.257  2.172
C  3.029  1.247  2.340
C  3.710  0.036  2.531
C  3.006  -1.175  2.534
C  1.625  -1.181  2.386
H  -0.839  -2.088  1.594
H  -1.219  -1.581  3.259
H  -2.297  -1.146  1.909
H  -0.795  2.160  1.935
H  -2.223  1.188  1.619
H  -1.618  1.305  3.279
H  1.128  2.210  2.079
H  3.571  2.191  2.389
H  4.780  0.037  2.727
H  3.532  -2.123  2.700
H  1.072  -2.125  2.447
C  -2.300  -2.125  -3.146
N  -1.624  -1.212  -2.249
C  -1.543  -1.275  -0.887
N  -0.844  -0.264  -0.396
C  -0.424  0.507  -1.461
C  -0.918  -0.077  -2.651
C  -0.708  0.466  -3.908
C  0.038  1.650  -3.950
C  0.547  2.242  -2.775
C  0.329  1.682  -1.515
H  -2.184  -1.776  -4.173
H  -1.879  -3.135  -3.060
H  -3.368  -2.181  -2.903
H  -2.015  -2.077  -0.322
H  -1.118  -0.030  -4.790
H  0.239  2.133  -4.910
H  1.125  3.153  -2.836
H  0.706  2.092  -0.582

Values from the calculation:
2S+1 ... 1
Total energy ... -20910.908 eV
LUMO ... -4.9 eV
Total charge ... +1

[7]
Entry from the OMol25 dataset: an isolated ion of composition C17H19N2 and charge +1 (wB97M-V/def2-TZVPD).

Geometry (Å):
C  0.808  -2.451  -1.134
N  1.221  -1.073  -1.176
C  0.443  0.014  -0.791
C  -0.909  0.005  -0.289
C  -1.623  -0.013  1.312
C  -2.388  -1.236  1.628
C  -3.675  -1.548  2.073
C  -4.800  -0.724  2.412
C  -4.791  0.666  2.428
C  -3.675  1.497  2.110
C  -2.394  1.195  1.658
N  1.216  1.106  -1.175
C  0.802  2.478  -1.131
C  2.550  0.712  -1.462
C  3.748  1.447  -1.411
C  4.970  0.727  -1.380
C  4.970  -0.683  -1.381
C  3.758  -1.405  -1.413
C  2.558  -0.680  -1.463
H  1.690  -3.091  -1.141
H  0.227  -2.587  -0.212
H  0.167  -2.737  -1.989
H  -1.450  0.854  -0.812
H  -1.453  -0.837  -0.847
H  -0.490  -0.024  1.794
H  -1.832  -2.149  1.317
H  -3.914  -2.598  2.122
H  -5.700  -1.248  2.792
H  -5.696  1.172  2.826
H  -3.915  2.538  2.190
H  -1.835  2.114  1.365
H  1.680  3.117  -1.135
H  0.164  2.766  -1.985
H  0.221  2.612  -0.213
H  3.732  2.531  -1.383
H  5.935  1.255  -1.359
H  5.940  -1.216  -1.361
H  3.738  -2.503  -1.386

Values from the calculation:
2S+1 ... 1
Total energy ... -20908.308 eV
LUMO ... -3.6 eV
Total charge ... +1

[8]
Entry from the OMol25 dataset: a single C17H19N3O4S4 molecule (wB97M-V/def2-TZVPD).

Geometry (Å):
C  2.819  4.801  3.082
C  1.687  3.919  3.440
N  1.531  2.718  3.036
C  0.391  2.137  3.510
C  0.086  0.793  3.105
C  -0.991  0.004  3.432
C  -0.954  -1.248  2.799
C  0.148  -1.391  2.007
S  0.557  -2.738  0.949
O  0.843  -3.913  1.712
O  1.517  -2.278  -0.011
N  -0.909  -3.070  0.183
C  -1.225  -2.375  -0.982
C  -0.960  -1.012  -1.020
C  -1.213  -0.290  -2.164
S  -0.690  1.424  -2.172
O  -1.313  2.091  -3.277
O  -0.860  1.970  -0.856
N  0.947  1.366  -2.487
C  1.269  0.781  -3.764
C  1.784  0.956  -1.384
C  -1.754  -0.888  -3.283
C  -2.052  -2.241  -3.233
C  -1.784  -3.004  -2.104
C  -2.081  -4.475  -2.085
S  1.169  -0.011  2.018
C  -0.353  2.948  4.326
S  0.392  4.481  4.498
H  3.301  5.187  3.979
H  2.463  5.650  2.499
H  3.537  4.238  2.493
H  -1.779  0.316  4.091
H  -1.702  -2.012  2.907
H  -1.116  -4.056  0.183
H  -0.568  -0.500  -0.160
H  2.263  1.111  -4.069
H  1.251  -0.316  -3.735
H  0.535  1.143  -4.480
H  2.805  1.287  -1.575
H  1.783  -0.130  -1.228
H  1.410  1.456  -0.494
H  -1.948  -0.294  -4.161
H  -2.487  -2.721  -4.097
H  -1.177  -5.047  -1.876
H  -2.473  -4.794  -3.047
H  -2.820  -4.710  -1.320
H  -1.279  2.734  4.818

Values from the calculation:
2S+1 ... 1
Total energy ... -73937.957 eV
LUMO ... -0.1 eV
Total charge ... 0

[9]
Entry from the OMol25 dataset: a 2-piece molecular cluster, C17H19NO overall (wB97M-V/def2-TZVPD).

Geometry (Å):
C  -1.154  -3.392  1.686
C  -0.102  -2.365  1.444
C  0.460  -1.421  2.219
N  1.157  -0.494  1.479
C  1.165  -0.929  0.173
C  1.894  -0.459  -0.915
C  1.523  -0.927  -2.170
C  0.748  -2.087  -2.261
C  0.267  -2.739  -1.126
C  0.394  -2.098  0.107
H  -0.895  -4.451  1.721
H  -1.905  -3.252  0.909
H  -1.687  -3.191  2.614
H  0.199  -1.305  3.271
H  1.288  0.460  1.756
H  2.737  0.196  -0.711
H  1.699  -0.290  -3.027
H  0.614  -2.594  -3.216
H  -0.124  -3.756  -1.163
C  -2.226  -0.121  0.082
C  -2.378  1.405  -0.106
C  -1.020  2.029  -0.174
C  -0.497  2.684  0.924
C  0.817  3.145  0.963
C  1.510  3.116  -0.235
O  2.795  3.614  -0.237
C  1.045  2.396  -1.325
C  -0.232  1.884  -1.316
H  -1.857  -0.623  -0.785
H  -3.130  -0.624  0.449
H  -1.614  -0.265  0.987
H  -2.907  1.542  -1.042
H  -3.028  1.830  0.658
H  -0.916  2.427  1.901
H  1.178  3.402  1.954
H  3.206  3.420  -1.089
H  1.686  2.378  -2.198
H  -0.709  1.453  -2.200

Values from the calculation:
2S+1 ... 1
Total energy ... -21474.078 eV
LUMO ... 0.8 eV
Total charge ... 0

[10]
Entry from the OMol25 dataset: a single C17H19NO4 molecule (wB97M-V/def2-TZVPD).

Geometry (Å):
O  -1.865  -2.161  -1.035
C  -1.182  -1.393  -0.422
O  -0.708  -1.637  0.805
C  -0.877  0.038  -0.874
C  -1.639  0.991  0.065
C  -3.093  0.608  0.105
C  -3.622  -0.070  1.195
C  -4.952  -0.449  1.210
C  -5.769  -0.157  0.132
C  -5.251  0.521  -0.958
C  -3.922  0.902  -0.970
N  0.559  0.267  -0.851
C  1.191  1.493  -0.720
O  0.656  2.568  -0.737
C  2.659  1.189  -0.493
C  2.846  1.123  1.034
C  4.102  0.349  1.412
C  3.994  -1.079  0.891
C  3.945  -1.072  -0.632
C  2.831  -0.175  -1.164
C  1.444  -0.774  -1.062
O  1.119  -1.925  -1.191
H  -0.916  -2.550  1.057
H  -1.250  0.143  -1.900
H  -1.523  2.012  -0.299
H  -1.200  0.922  1.062
H  -2.987  -0.300  2.039
H  -5.351  -0.976  2.065
H  -6.806  -0.457  0.141
H  -5.885  0.754  -1.801
H  -3.523  1.436  -1.820
H  3.304  1.961  -0.915
H  1.984  0.619  1.480
H  2.879  2.139  1.429
H  4.983  0.832  0.984
H  4.210  0.348  2.498
H  3.087  -1.544  1.285
H  4.848  -1.671  1.224
H  4.902  -0.715  -1.019
H  3.779  -2.083  -1.010
H  2.998  -0.025  -2.239

Values from the calculation:
2S+1 ... 1
Total energy ... -27619.492 eV
LUMO ... 0.7 eV
Total charge ... 0

[11]
Entry from the OMol25 dataset: C17H20BCl9NO4P as an isolated structure (wB97M-V/def2-TZVPD).

Geometry (Å):
C  1.679  -3.791  -0.523
B  1.450  -2.278  0.166
O  1.743  -2.092  1.611
C  0.868  -0.990  -0.673
C  1.679  0.257  -0.930
C  3.246  0.451  -0.398
C  4.398  -0.565  -1.029
C  5.902  -0.221  -0.383
C  5.943  1.000  0.693
N  4.873  1.911  1.193
C  3.503  1.658  0.661
C  0.860  1.457  -1.758
O  1.430  2.284  -2.638
C  -0.761  1.603  -1.371
P  -1.608  3.330  -1.231
O  -2.567  3.347  0.257
Cl  -0.067  4.796  -0.918
C  -1.547  0.358  -1.132
C  -3.146  0.264  -0.783
C  -0.686  -1.071  -1.255
O  -1.212  -2.162  -1.817
H  2.214  -3.609  -1.560
H  0.644  -4.342  -0.626
H  2.452  -4.364  0.161
H  2.598  -2.609  1.757
H  4.193  -1.420  -1.801
H  6.863  -0.854  -0.674
H  7.024  1.199  1.164
H  2.609  2.338  1.013
H  -2.123  2.651  0.856
H  -3.692  -0.458  -1.561
H  -3.726  1.287  -0.852
H  -3.304  -0.269  0.273
C  6.805  2.624  -3.043
Cl  8.209  3.448  -2.355
Cl  6.331  1.238  -2.052
H  5.970  3.327  -3.094
H  7.055  2.274  -4.047
C  -4.819  0.650  3.060
Cl  -3.557  1.540  2.199
Cl  -6.170  0.263  1.986
H  -4.397  -0.279  3.449
H  -5.186  1.263  3.886
C  -7.045  0.799  6.892
Cl  -5.892  2.069  7.319
Cl  -7.179  0.625  5.138
H  -6.706  -0.147  7.319
H  -8.026  1.058  7.300
C  -3.306  -3.981  -3.881
Cl  -4.928  -4.532  -3.443
Cl  -3.291  -3.274  -5.501
H  -2.980  -3.227  -3.161
H  -2.623  -4.833  -3.858

Values from the calculation:
2S+1 ... 1
Total energy ... -150287.726 eV
LUMO ... -1.9 eV
Total charge ... 0